{
  "formula": "C44H121N11O11",
  "method": "ωB97M-V with the def2-TZVPD basis set",
  "elements": ["C", "C", "C", "O", "C", "N", "H", "H", "H", "H", "H", "H", "H", "H", "H", "H", "H", "C", "C", "C", "O", "C", "N", "H", "H", "H", "H", "H", "H", "H", "H", "H", "H", "H", "C", "C", "C", "O", "C", "N", "H", "H", "H", "H", "H", "H", "H", "H", "H", "H", "H", "C", "C", "C", "O", "C", "N", "H", "H", "H", "H", "H", "H", "H", "H", "H", "H", "H", "C", "C", "C", "O", "C", "N", "H", "H", "H", "H", "H", "H", "H", "H", "H", "H", "H", "C", "C", "C", "O", "C", "N", "H", "H", "H", "H", "H", "H", "H", "H", "H", "H", "H", "C", "C", "C", "O", "C", "N", "H", "H", "H", "H", "H", "H", "H", "H", "H", "H", "H", "C", "C", "C", "O", "C", "N", "H", "H", "H", "H", "H", "H", "H", "H", "H", "H", "H", "C", "C", "C", "O", "C", "N", "H", "H", "H", "H", "H", "H", "H", "H", "H", "H", "H", "C", "C", "C", "O", "C", "N", "H", "H", "H", "H", "H", "H", "H", "H", "H", "H", "H", "C", "C", "C", "O", "C", "N", "H", "H", "H", "H", "H", "H", "H", "H", "H", "H", "H"],
  "xyz": [[-4.1104, -5.4241, 3.0376], [-4.0112, -4.1473, 2.1944], [-4.7318, -2.9982, 2.7613], [-5.9940, -3.4083, 3.1554], [-6.9981, -3.2201, 2.2064], [-2.6413, -3.8495, 1.8627], [-5.1355, -5.7579, 3.2490], [-3.6242, -5.4152, 4.0130], [-3.6129, -6.2387, 2.4396], [-4.5367, -4.4747, 1.2569], [-4.7402, -2.2254, 2.0008], [-4.2603, -2.5711, 3.5844], [-7.4934, -2.2280, 2.2887], [-7.7484, -3.9890, 2.3848], [-6.6874, -3.3290, 1.1763], [-2.4616, -2.9146, 1.5316], [-2.0516, -4.0610, 2.6424], [8.5607, 2.3543, 1.6912], [7.3127, 1.4855, 1.5916], [6.1911, 2.2762, 1.0065], [5.0165, 1.4550, 0.9014], [3.9125, 2.3334, 0.5009], [7.4286, 0.2475, 0.7867], [9.3191, 1.9066, 2.2986], [8.2451, 3.3087, 2.2184], [9.0074, 2.4959, 0.7011], [6.9148, 1.3049, 2.6326], [6.5284, 2.5036, -0.0313], [6.0091, 3.1758, 1.6112], [3.0979, 1.7389, 0.0816], [4.2704, 3.0430, -0.1956], [3.6112, 2.7586, 1.4125], [8.0065, -0.4672, 1.3214], [6.4804, -0.1969, 0.9081], [5.8815, -3.8534, 3.8252], [6.0589, -3.7719, 2.3404], [4.7100, -3.4332, 1.6996], [4.1725, -2.2908, 2.2245], [3.1706, -1.5519, 1.5946], [7.0501, -2.7895, 1.9648], [5.4115, -4.7931, 4.0463], [5.2385, -3.0182, 4.1172], [6.8360, -3.6574, 4.3691], [6.3543, -4.7510, 1.9385], [3.9144, -4.2061, 1.8643], [4.8460, -3.2909, 0.6391], [2.1526, -1.9428, 1.8540], [3.3108, -1.6175, 0.5149], [3.1504, -0.4833, 1.9316], [6.6942, -1.8852, 2.2561], [7.2889, -2.7700, 0.9563], [-1.6355, 5.3549, -5.7961], [-0.4474, 6.3331, -5.9458], [0.5334, 6.1542, -4.7734], [-0.1162, 6.4215, -3.5442], [0.2686, 7.6807, -3.0959], [0.3119, 6.2152, -7.1345], [-2.4302, 5.4778, -6.5644], [-2.0582, 5.7403, -4.8527], [-1.3082, 4.2999, -5.6353], [-0.9654, 7.3436, -5.9348], [1.3194, 6.9034, -4.9138], [0.9587, 5.0846, -4.7908], [1.3712, 7.7705, -2.9936], [-0.0721, 7.7919, -2.0313], [-0.1217, 8.5290, -3.6801], [0.6232, 5.2885, -7.2650], [-0.2293, 6.5379, -7.9676], [-4.8412, -1.3919, -2.4047], [-5.4488, -0.2114, -1.6823], [-5.2348, 1.1273, -2.3860], [-5.6377, 1.0284, -3.7457], [-5.2897, 2.1247, -4.4473], [-6.8934, -0.4011, -1.4476], [-3.7414, -1.4279, -2.2710], [-5.0349, -1.3566, -3.4671], [-5.1473, -2.3578, -2.0435], [-5.0566, -0.0382, -0.6430], [-4.1188, 1.2637, -2.4660], [-5.6334, 1.9903, -1.7781], [-4.1726, 2.3130, -4.3613], [-5.7970, 3.0295, -3.9951], [-5.6771, 2.0282, -5.5006], [-7.1142, -1.3008, -1.0485], [-7.4025, -0.3056, -2.3117], [-0.1917, -0.5361, 0.9162], [-1.6620, -0.0601, 0.7255], [-1.6401, 0.9473, -0.4394], [-0.8456, 2.0639, -0.1892], [-0.6345, 2.9578, -1.2795], [-2.5682, -1.1717, 0.5912], [0.4523, 0.3224, 0.7350], [0.1153, -1.2459, 0.0888], [0.0083, -1.0586, 1.8534], [-1.8959, 0.5693, 1.5773], [-2.6987, 1.2526, -0.6379], [-1.1997, 0.4548, -1.3337], [-0.0454, 3.8118, -0.9283], [-1.5662, 3.1034, -1.8053], [0.0455, 2.4526, -1.9804], [-2.0619, -1.7884, -0.0833], [-3.4714, -0.9004, 0.2066], [-1.7237, -5.7322, -0.5365], [-0.8411, -4.4570, -0.5952], [0.5750, -4.8136, -0.9870], [1.2870, -3.5341, -1.1573], [2.3867, -3.6150, -2.0197], [-1.3780, -3.5431, -1.6415], [-2.7005, -5.5169, -0.1007], [-1.2433, -6.5839, -0.0082], [-1.8297, -6.0438, -1.5529], [-0.7730, -3.7992, 0.3323], [0.6492, -5.2299, -1.9591], [1.2249, -5.2892, -0.3297], [2.0891, -3.9692, -3.0167], [3.2219, -4.2266, -1.6593], [2.8423, -2.6606, -2.1540], [-0.6193, -2.9694, -2.0203], [-1.6856, -4.0839, -2.3987], [5.1988, 1.9783, 5.3589], [4.4737, 0.6435, 5.4576], [3.0217, 0.7619, 5.1733], [2.8340, 1.2093, 3.8508], [1.6599, 2.0050, 3.6001], [5.2034, -0.3005, 4.6046], [5.1188, 2.4277, 4.3882], [6.2122, 2.0090, 5.6664], [4.7098, 2.6804, 6.0862], [4.5922, 0.1917, 6.4494], [2.4837, 1.4678, 5.8280], [2.4573, -0.1362, 5.2962], [1.5690, 2.3806, 2.5818], [1.6820, 2.8712, 4.2768], [0.7834, 1.4523, 3.9188], [5.2691, 0.0721, 3.6755], [4.7543, -1.2121, 4.5612], [-0.6486, -2.7746, -5.8390], [0.7237, -2.2014, -5.7799], [0.8545, -1.2144, -4.6660], [2.2236, -0.8431, -4.4696], [2.3616, 0.0925, -3.4202], [1.7391, -3.2188, -5.5043], [-1.4306, -1.9827, -5.7575], [-0.8231, -3.3722, -4.9590], [-0.7821, -3.3876, -6.7299], [0.9220, -1.6343, -6.7105], [0.4287, -1.6492, -3.7223], [0.3060, -0.3323, -4.9261], [3.4278, 0.1083, -3.1918], [1.7386, -0.2302, -2.5311], [2.1101, 1.1357, -3.6224], [2.6975, -2.8606, -5.6196], [1.5497, -3.9714, -6.1867], [-0.4758, -1.1410, 4.7835], [-1.1200, -2.5097, 4.8108], [-0.1840, -3.6773, 4.5411], [0.1352, -3.4840, 3.1432], [1.1393, -4.3896, 2.6439], [-1.8295, -2.8000, 6.0750], [0.2738, -1.0490, 5.6010], [-1.2242, -0.3864, 5.0090], [0.1110, -0.8818, 3.8826], [-1.8466, -2.4349, 4.0165], [-0.6718, -4.6067, 4.7608], [0.7565, -3.5670, 5.0986], [1.2920, -4.1303, 1.5753], [0.7953, -5.4225, 2.7366], [2.0152, -4.3544, 3.2970], [-1.2297, -2.9277, 6.8336], [-2.4726, -2.0442, 6.2861], [-3.2107, 6.6606, -2.0137], [-4.5756, 6.0064, -1.6496], [-4.7425, 5.4170, -0.2479], [-4.0135, 4.1769, -0.2801], [-4.4307, 3.2392, 0.6656], [-5.5962, 7.0477, -1.7176], [-3.2211, 6.9788, -3.0872], [-2.5739, 5.7227, -2.0536], [-2.7849, 7.4023, -1.2704], [-4.8287, 5.2259, -2.3398], [-5.8012, 5.1529, -0.0185], [-4.2572, 6.0961, 0.4850], [-5.3882, 2.8096, 0.4462], [-4.3993, 3.5917, 1.7269], [-3.6991, 2.4117, 0.6455], [-6.5592, 6.7135, -1.5571], [-5.5017, 7.4746, -2.6190]],
  "atomic_forces_ev_per_a": [[0.476, -1.213, -0.475], [0.140, -1.850, -0.933], [-0.609, 0.153, -1.137], [-1.171, 0.243, 0.342], [-1.104, 0.302, 0.209], [0.059, -0.872, 0.100], [0.196, 0.361, -0.351], [0.296, 0.458, 0.063], [-0.416, 0.633, 0.593], [0.162, 0.563, 0.368], [-0.334, 0.480, -0.249], [1.112, 0.536, 1.717], [0.299, -0.340, 0.095], [-0.168, 0.047, 0.014], [0.507, -0.113, -0.369], [-0.283, 0.275, 0.206], [0.468, 0.054, 0.220], [-0.843, 0.536, 0.131], [-0.672, -0.501, 1.451], [-0.107, -0.381, -1.489], [-0.299, 1.163, -0.417], [0.929, -2.461, 0.508], [-0.263, -1.592, 1.837], [0.421, -0.428, 0.475], [0.618, -0.849, -0.916], [-0.242, 0.409, 0.124], [0.777, -0.313, -0.493], [-0.416, 0.500, 0.399], [-0.081, -0.058, -0.236], [0.204, -0.077, 0.016], [0.215, 0.885, -0.838], [-0.811, 1.110, 1.019], [-0.413, 1.404, -0.855], [1.007, 0.663, -0.684], [0.820, 1.204, 0.669], [-0.447, -0.196, -1.080], [-1.519, -1.426, -0.491], [0.733, 2.229, 2.127], [-1.273, 0.076, -0.128], [0.752, 0.319, -0.339], [-0.119, -0.389, 0.594], [-0.088, -0.386, 0.145], [-0.612, -0.695, -0.415], [0.056, 0.181, 0.044], [0.879, -0.264, -0.331], [0.130, -0.201, -0.798], [0.704, 0.040, -0.321], [-0.175, 0.223, -0.243], [0.566, -0.935, -0.175], [0.173, 0.090, -0.169], [-0.552, -0.044, 0.953], [-0.062, 0.506, 0.924], [-1.474, -0.011, 0.486], [-0.378, -0.440, -0.572], [0.365, -0.400, -0.187], [0.296, 0.843, 2.295], [-0.312, 1.788, -1.988], [0.764, -0.283, 0.247], [-0.317, -0.726, -0.124], [-0.332, 0.674, -0.367], [1.078, -0.754, 0.212], [0.264, -0.502, -0.117], [-0.552, 1.482, 0.122], [-0.390, -0.033, -0.422], [-0.110, -0.066, -0.998], [0.047, -0.315, -0.057], [0.329, -1.156, -0.413], [0.773, -0.664, 0.980], [1.799, 0.137, 0.088], [-1.277, 0.303, 1.133], [1.849, -0.433, -0.100], [-1.204, -1.587, 1.630], [0.201, 2.639, -0.982], [-0.030, 0.647, 0.006], [-0.296, 0.231, -0.193], [-0.194, 0.114, -0.273], [-0.555, -0.277, 0.410], [0.148, -0.376, -0.881], [-0.659, 0.150, 0.494], [-0.097, -0.732, -0.956], [-0.969, -0.119, -0.551], [0.496, -0.452, -0.531], [0.772, 0.052, 0.966], [0.147, -0.142, -0.015], [-0.129, -0.073, -0.243], [-0.347, -0.759, -1.285], [1.944, 1.263, 0.292], [-0.626, -0.553, -1.316], [0.281, 0.845, 1.237], [0.886, -1.686, 0.062], [1.054, -0.368, -1.021], [0.132, 0.080, 0.577], [-0.558, 0.413, 0.677], [-0.095, 0.255, -0.059], [-0.331, -0.063, 0.574], [0.601, -0.170, -0.239], [-0.560, -0.164, 0.033], [-0.878, 0.126, 0.059], [-0.315, 0.873, -0.028], [-0.059, -0.062, -0.255], [-1.218, 0.190, 0.262], [0.283, -0.103, -0.075], [0.767, 0.685, 0.973], [0.271, 0.674, 0.297], [0.706, 3.000, -0.981], [-0.429, 0.214, 0.424], [0.190, -0.810, -0.530], [0.471, 0.750, 1.206], [0.194, -0.040, -0.014], [-0.240, 0.704, -0.042], [-0.276, -0.378, -0.831], [-0.314, -1.429, -0.798], [-0.382, -1.129, -0.996], [0.426, -1.717, 1.579], [0.061, -0.014, 0.123], [-0.236, -0.458, 0.297], [-0.082, 1.082, 0.004], [-0.137, -0.143, 0.432], [-0.742, -0.929, -1.292], [-1.766, 1.103, 1.652], [1.814, -0.823, 0.148], [-1.685, 1.400, -0.383], [-0.202, 0.722, -1.726], [0.601, -0.129, 1.725], [-0.105, -0.225, 0.252], [-0.149, 0.058, -0.659], [1.101, -0.665, 0.131], [0.172, -0.334, -0.691], [-0.189, 0.507, 0.250], [0.550, 0.136, 0.309], [-0.063, -1.246, 0.161], [0.340, -0.531, -0.057], [0.102, 0.147, -0.152], [-0.446, -0.275, -0.378], [-0.179, -0.022, -0.604], [-0.031, 0.327, -0.156], [-1.015, 0.381, 0.286], [1.582, 0.849, -0.083], [0.216, 0.162, 1.094], [-0.831, 0.172, -0.111], [0.037, -0.616, 1.026], [-0.388, -1.063, -1.127], [0.559, -0.421, -0.538], [0.048, -0.573, 0.336], [-0.219, 0.082, 0.006], [0.024, -0.283, 0.059], [0.396, 0.277, -0.479], [-0.641, 0.768, 0.014], [-0.085, -0.141, 0.363], [0.795, 0.266, -0.659], [-0.447, -0.027, -0.619], [-0.801, -0.204, -0.042], [0.728, 0.352, 0.546], [1.730, 0.366, 0.921], [-0.171, -0.044, 1.044], [0.647, 1.979, -1.583], [0.537, -1.035, 0.120], [-0.980, 0.266, 0.349], [-1.356, 0.465, -1.954], [-0.352, -0.146, -0.178], [-0.136, 0.209, -0.295], [-0.694, -0.285, 0.166], [-0.475, -0.654, -0.246], [-0.226, -0.723, -0.079], [-0.148, -0.197, 0.270], [0.271, -0.119, 0.872], [-0.271, -0.142, -0.282], [0.397, 0.408, -0.413], [1.242, -0.075, 1.345], [0.073, -0.145, 0.136], [0.436, -2.448, 0.105], [-0.970, 1.758, 0.940], [1.395, -0.946, -0.369], [-0.068, 0.353, 0.129], [1.443, -0.523, 1.144], [-0.569, 0.304, 0.316], [-0.072, 0.298, 1.058], [0.064, 1.325, 0.213], [-0.781, -0.793, -1.032], [0.371, -0.743, -0.608], [0.511, 0.684, -0.109], [-0.702, -0.306, -0.056], [-0.898, -0.059, -0.132], [-0.214, 0.146, -0.722], [-0.285, 0.340, -0.083], [0.822, 0.170, -0.389], [-0.511, 0.421, -0.353]],
  "mulliken_charge": [-1.608, 0.811, -0.540, -0.465, -0.659, 0.292, 0.380, 0.305, 0.340, 0.101, 0.334, 0.137, 0.281, 0.326, 0.231, 0.135, -0.294, -1.527, 1.084, -1.236, 0.031, -0.856, -0.816, 0.453, 0.308, 0.380, -0.026, 0.395, 0.416, 0.083, 0.524, 0.206, 0.417, 0.209, -0.867, -0.119, -0.500, 0.396, 0.279, -0.617, 0.409, -0.078, 0.329, 0.480, 0.156, 0.317, -0.588, 0.414, -0.502, 0.168, 0.350, -0.911, 0.470, -0.804, -0.065, -0.914, -0.670, 0.379, -0.003, 0.205, 0.247, 0.395, 0.241, 0.416, 0.200, 0.325, 0.231, 0.272, -1.483, 1.569, -0.637, -0.378, -0.491, -0.817, 0.224, 0.359, 0.428, -0.307, 0.043, 0.411, 0.171, 0.221, 0.283, 0.234, 0.257, 1.186, -0.271, 0.045, -0.398, -0.447, 0.873, 0.356, -0.069, -1.457, 0.297, -0.549, 0.195, 0.313, 0.145, 0.173, -0.517, -0.537, -1.574, 2.814, -2.217, 0.597, -1.032, -0.490, 0.163, 0.363, 0.521, -1.377, 0.684, 0.559, 0.321, 0.349, 0.234, -0.233, 0.385, -1.569, 0.284, -0.796, 0.189, -0.849, -0.424, 0.156, 0.426, 0.423, 0.492, 0.694, 0.134, 0.103, 0.418, 0.236, -0.088, -0.053, -1.467, 0.341, 0.252, -0.468, -0.580, -0.521, 0.336, 0.361, 0.394, 0.221, -0.613, 0.601, 0.253, 0.153, 0.337, 0.233, 0.238, -0.965, 2.493, -1.427, 0.520, -0.831, -0.759, 0.318, 0.421, -0.316, -1.005, 0.185, 0.577, -0.422, 0.583, 0.419, 0.253, 0.283, -0.733, 0.944, -0.911, 0.022, -0.482, -0.758, 0.268, 0.011, 0.158, -0.111, 0.420, 0.228, 0.414, 0.337, -0.193, 0.252, 0.273],
  "orbital_gap_ev": 8.579,
  "homo_ev": -8.1836,
  "e_above_lowest_kj_mol": 380.9,
  "e_lumo_ev": 0.4,
  "max_force_ev_per_a": 3.23,
  "smiles": "COC[C@H](C)N.COC[C@H](C)N.COC[C@H](C)N.COC[C@H](C)N.COC[C@H](C)N.COC[C@H](C)N.COC[C@H](C)N.COC[C@H](C)N.COC[C@H](C)N.COC[C@H](C)N.COC[C@H](C)N",
  "spin_multiplicity": 1,
  "total_energy_ev": -86495.2872
}